# 1
# C4H8O2Si

2 unconnected molecules or ions with the total composition C4H8O2Si at a distorted geometry (ωB97M-V with the def2-TZVPD basis set, the OMol25 dataset).

Calculated values
**<S²>**: 2.01
**Gap between HOMO and LUMO (spin up / spin down)**: 7.21 / 9.32 eV
**Multiplicity**: 3
**LUMO level (spin up / spin down)**: 0.94 / -1.67 eV
**Highest occupied orbital energy (spin up / spin down)**: -6.27 / -11.00 eV

Geometry (Å):
Si (-0.29069, -0.32127, -0.25347)
O (0.34081, -2.93756, 0.19039)
O (-4.56127, -0.08721, -0.70791)
C (-3.76007, -0.41174, 0.01233)
C (1.41273, -0.26058, -1.13046)
C (-0.48582, 0.93882, 1.16532)
C (-0.48207, -2.07870, 0.35487)
H (1.99717, -0.98466, -0.81541)
H (-1.48661, -2.45815, 0.87745)
H (-0.33649, 1.84788, 0.73943)
H (-1.23140, -0.37686, -1.39653)
H (0.37107, 0.61188, 1.90168)
H (1.88969, 0.71630, -0.98751)
H (1.26536, -0.56410, -2.15745)
H (-1.38188, 0.92252, 1.62548)

Cartesian forces (eV/Å) of the 2 atoms listed first:
0.55 -0.24 -0.40
3.42 -3.43 -0.71

List of Löwdin charges in e, atom by atom: number 1, Si, carries 0.575; number 2, O, carries 0.024; number 3, O, carries 0.048; number 4, C, carries -0.009; number 5, C, carries -0.184; number 6, C, carries -0.179; number 7, C, carries -0.443; number 8, H, carries -0.048; number 9, H, carries 0.133; number 10, H, carries -0.022; number 11, H, carries -0.022; number 12, H, carries 0.091; number 13, H, carries 0.040; number 14, H, carries 0.031; number 15, H, carries -0.036

=====

# 2
# C9H14

2 unconnected molecules or ions with the total composition C9H14 at a distorted geometry (ωB97M-V with the def2-TZVPD basis set, the OMol25 dataset).

Calculated values
**Gap between HOMO and LUMO**: 9.76 eV
**Multiplicity**: 1
**SMILES**: Cc1ccccc1.CC
**LUMO level**: 1.04 eV
**Highest occupied orbital energy**: -8.73 eV

Geometry (Å):
C (-2.73434, 2.01845, -1.23782)
C (-2.74616, 0.86774, -2.03511)
C (-1.27186, -0.29554, -0.50561)
C (-2.13029, -0.28812, -1.60566)
C (-2.10495, 1.90268, -0.00755)
C (-1.41267, 0.76825, 0.38725)
C (2.95200, -1.34410, 1.79953)
C (-0.10857, -1.23875, -0.44222)
C (3.05022, -0.03558, 1.06001)
H (2.15216, 0.59480, 1.06875)
H (0.73930, -0.85981, 0.11326)
H (1.99013, -1.84795, 1.69874)
H (3.04334, -1.15092, 2.87174)
H (-2.23154, -1.18351, -2.21536)
H (3.05834, -0.01537, -0.03563)
H (-2.26228, 2.72017, 0.68561)
H (3.85727, 0.62520, 1.36314)
H (0.10811, -1.79734, -1.35435)
H (-3.21677, 0.95173, -3.00748)
H (-0.84476, 0.77180, 1.31437)
H (3.74022, -2.03603, 1.49631)
H (-0.49407, -2.09397, 0.14553)
H (-3.13283, 2.96615, -1.55745)

Cartesian forces (eV/Å) of the 2 atoms listed first:
0.79 -1.08 0.05
-0.64 1.08 0.16

List of Löwdin charges in e, atom by atom: number 1, C, carries -0.095; number 2, C, carries -0.092; number 3, C, carries -0.277; number 4, C, carries -0.067; number 5, C, carries -0.106; number 6, C, carries -0.056; number 7, C, carries -0.161; number 8, C, carries -0.039; number 9, C, carries -0.197; number 10, H, carries 0.051; number 11, H, carries 0.035; number 12, H, carries 0.050; number 13, H, carries 0.067; number 14, H, carries 0.111; number 15, H, carries 0.065; number 16, H, carries 0.099; number 17, H, carries 0.062; number 18, H, carries 0.085; number 19, H, carries 0.100; number 20, H, carries 0.110; number 21, H, carries 0.067; number 22, H, carries 0.090; number 23, H, carries 0.096

=====

# 3
# C29H39N2O4

A gas-phase ion, C29H39N2O4 (charge +1) at a distorted geometry (ωB97M-V with the def2-TZVPD basis set, the OMol25 dataset).

Calculated values
**Gap between HOMO and LUMO**: 4.83 eV
**Multiplicity**: 1
**SMILES**: CCOC(=O)C([N+]#N)(C(=O)OCC)[C@H](C[C@@H](C)c1c(C)cc(C)cc1C)c1c(C)cc(C)cc1C
**LUMO level**: -5.91 eV
**Highest occupied orbital energy**: -10.74 eV
**Total charge**: +1

Geometry (Å):
O (0.24444, 0.43138, -0.26003)
O (-2.32693, 0.50308, 0.13238)
O (-3.17730, -0.92433, 1.66610)
O (0.37348, 1.47831, 1.72608)
N (-1.08116, -0.04923, 3.11920)
N (-1.16880, -0.31539, 4.22204)
C (-3.53206, 1.81267, -1.37389)
C (2.27058, -1.83545, -0.34837)
C (-3.68008, 0.71141, -0.36203)
C (-1.94156, -3.68790, -0.94818)
C (-2.21677, -0.39158, 1.11515)
C (-1.13813, -4.22330, -3.18394)
C (4.62707, 0.82506, 3.21693)
C (2.77322, -0.77825, 3.77217)
C (0.81896, -6.27389, -0.67371)
C (-3.15864, -3.34672, -0.15177)
C (-1.99375, -3.52168, -2.33569)
C (3.61282, -0.20540, 2.81615)
C (-0.07259, -5.19072, -1.22174)
C (-0.53365, -4.36680, 1.12013)
C (1.35504, -1.61918, 2.02422)
C (-0.06576, -1.84728, 1.48778)
C (0.94671, -2.22065, 4.53322)
C (1.17298, 2.44957, 0.98892)
C (1.65579, -1.52172, 3.40271)
C (-0.81652, -4.32852, -0.38241)
C (1.62432, 3.37013, 2.08507)
C (-0.20857, -5.08863, -2.60246)
C (-0.81909, -0.58096, 1.64930)
C (-0.79618, -3.09930, 1.98370)
C (2.38668, -1.38697, 1.08239)
C (3.49685, -0.64406, 1.48997)
C (-1.30354, -5.49867, 1.79756)
C (-0.04165, 0.49895, 0.93277)
C (-1.27407, -4.07287, -4.66835)
H (5.65045, 0.42847, 3.20627)
H (4.41423, 1.19329, 4.22946)
H (0.55305, -4.54582, 1.22013)
H (-0.13522, -2.32009, 4.41070)
H (2.31814, 2.82948, 2.74274)
H (0.40130, -5.73058, -3.24131)
H (-4.47083, 1.98616, -1.89737)
H (-0.92827, -5.64835, 2.81550)
H (1.83561, -2.84291, -0.42696)
H (-1.01252, -3.05691, -4.99124)
H (3.26097, -1.85550, -0.82566)
H (-0.62277, -4.77465, -5.19504)
H (1.63782, -1.13881, -0.91598)
H (1.20364, -6.86817, -1.51267)
H (1.68311, -5.88107, -0.11976)
H (0.76741, 3.69133, 2.68462)
H (0.50498, 2.92734, 0.25725)
H (-4.32055, 1.01500, 0.47820)
H (1.37289, -3.22267, 4.70567)
H (4.60343, 1.68539, 2.53618)
H (-2.77809, -2.89583, -2.76247)
H (-4.04318, -0.23392, -0.80583)
H (4.27054, -0.36861, 0.76307)
H (1.09986, -1.64938, 5.46094)
H (1.99798, 1.92672, 0.48181)
H (-3.24628, 2.75351, -0.88864)
H (0.27625, -6.96383, -0.01279)
H (-2.93925, -2.72027, 0.71132)
H (-3.86598, -2.77873, -0.76894)
H (-0.00174, -1.92591, 0.39937)
H (-1.19294, -6.43644, 1.25251)
H (-1.86949, -2.89173, 2.09510)
H (-2.30696, -4.25436, -4.99322)
H (-2.36818, -5.23787, 1.84926)
H (-2.76007, 1.55687, -2.10598)
H (-0.43841, -3.34229, 2.99071)
H (-3.67468, -4.24991, 0.21657)
H (2.97115, -0.60566, 4.83960)
H (2.12236, 4.24650, 1.67609)

Cartesian forces (eV/Å) of the 2 atoms listed first:
-1.05 -0.41 2.58
0.23 -1.25 1.06

List of Löwdin charges in e, atom by atom: number 1, O, carries 0.136; number 2, O, carries 0.021; number 3, O, carries 0.113; number 4, O, carries 0.019; number 5, N, carries 0.264; number 6, N, carries 0.446; number 7, C, carries -0.053; number 8, C, carries -0.011; number 9, C, carries -0.166; number 10, C, carries -0.201; number 11, C, carries -0.410; number 12, C, carries -0.263; number 13, C, carries -0.046; number 14, C, carries -0.005; number 15, C, carries -0.036; number 16, C, carries -0.026; number 17, C, carries -0.009; number 18, C, carries -0.258; number 19, C, carries -0.215; number 20, C, carries -0.288; number 21, C, carries -0.093; number 22, C, carries -0.157; number 23, C, carries -0.062; number 24, C, carries -0.169; number 25, C, carries -0.214; number 26, C, carries -0.122; number 27, C, carries -0.050; number 28, C, carries -0.004; number 29, C, carries -0.111; number 30, C, carries -0.101; number 31, C, carries -0.196; number 32, C, carries 0.012; number 33, C, carries -0.036; number 34, C, carries -0.445; number 35, C, carries -0.051; number 36, H, carries 0.092; number 37, H, carries 0.084; number 38, H, carries 0.137; number 39, H, carries 0.036; number 40, H, carries 0.074; number 41, H, carries 0.120; number 42, H, carries 0.089; number 43, H, carries 0.090; number 44, H, carries 0.085; number 45, H, carries 0.086; number 46, H, carries 0.098; number 47, H, carries 0.078; number 48, H, carries 0.082; number 49, H, carries 0.084; number 50, H, carries 0.086; number 51, H, carries 0.089; number 52, H, carries 0.142; number 53, H, carries 0.138; number 54, H, carries 0.113; number 55, H, carries 0.080; number 56, H, carries 0.119; number 57, H, carries 0.136; number 58, H, carries 0.136; number 59, H, carries 0.088; number 60, H, carries 0.136; number 61, H, carries 0.089; number 62, H, carries 0.077; number 63, H, carries 0.029; number 64, H, carries 0.083; number 65, H, carries 0.154; number 66, H, carries 0.075; number 67, H, carries 0.104; number 68, H, carries 0.087; number 69, H, carries 0.085; number 70, H, carries 0.092; number 71, H, carries 0.092; number 72, H, carries 0.105; number 73, H, carries 0.130; number 74, H, carries 0.090

=====

Among the records above, which one has the highest multiplicity?
C4H8O2Si